[1]
Below is a gas-phase ion, C5H14N2OP (charge +1), with properties calculated with ωB97M-V with the def2-TZVPD basis set.

The calculation puts the LUMO energy at -3.3 eV. The HOMO-LUMO gap comes out at 9.6 eV. The highest occupied orbital energy comes out at -12.96 eV. As for the multiplicity: 1. The SMILES is CCN[C@H]1[N@H+](CC)P1O. The net charge is +1.

Structure (XYZ):
```
23
Properties=species:S:1:pos:R:3:forces:R:3:mulliken_charge:R:1
H -0.579 1.302 1.101 0.8 0.3 0.8 0.42
H 0.646 -0.783 1.306 -0.5 -0.4 0.5 0.21
H 2.213 -2.450 1.802 0.1 0.4 -0.9 0.35
H -0.389 -0.382 -1.285 0.0 -0.2 1.0 0.39
H -3.458 0.274 0.573 -0.1 -0.1 0.2 0.35
H 2.833 -0.938 -0.306 0.3 0.1 -1.1 0.21
H -3.054 0.027 -1.044 0.8 -1.5 -1.6 0.42
C 2.250 -2.642 0.699 -1.0 2.6 2.2 -1.41
H -2.391 2.427 0.614 0.6 0.2 0.1 0.33
N -0.717 1.255 0.112 0.5 -0.6 1.4 0.10
C 1.902 -1.472 -0.214 -1.1 -0.6 0.4 -0.08
N 0.996 -0.477 0.425 0.2 -0.3 -0.1 -0.33
C -3.166 0.780 -0.346 -4.2 -0.5 1.1 -1.33
H -4.151 1.298 -0.709 2.0 -0.5 0.8 0.34
H 2.333 1.802 0.253 2.0 -2.2 1.4 0.33
C -2.090 1.704 -0.140 0.4 2.2 -2.9 -0.21
P 0.555 1.889 -1.077 -1.0 -1.2 -0.4 0.20
O 1.701 2.328 -0.146 -0.5 2.8 -0.4 -0.40
H 1.759 -3.529 0.610 -2.0 -2.2 -0.8 0.42
H 3.214 -2.842 0.463 3.2 -0.9 -0.4 0.38
H -1.944 2.229 -1.115 -0.6 0.2 0.8 0.24
C 0.086 0.131 -0.423 -0.5 1.2 -2.8 -0.21
H 1.449 -1.930 -1.153 0.8 1.1 0.8 0.27
```
Forces are in eV/Å.



[2]
Below is 3 unconnected molecules or ions with the total composition C5H14N2OS, with properties calculated with ωB97M-V with the def2-TZVPD basis set.

The calculation puts the LUMO energy at -0.5 eV. The HOMO-LUMO gap comes out at 8.8 eV. The highest occupied orbital energy comes out at -9.25 eV. As for the multiplicity: 1. The net charge is 0.

Structure (XYZ):
```
23
Properties=species:S:1:pos:R:3:forces:R:3:mulliken_charge:R:1
H -3.862 1.197 -0.665 1.6 -0.3 -1.1 0.29
H 3.321 0.868 1.721 0.5 -0.2 0.0 0.24
H -2.410 1.725 0.085 0.1 -0.6 -1.2 0.26
H 0.105 -1.806 0.370 3.0 0.7 0.6 0.14
H 2.862 2.403 1.484 1.6 -0.5 0.2 0.27
H 4.496 1.964 1.281 1.6 0.3 -1.4 0.24
H -1.422 -2.004 2.225 0.0 -0.6 -1.2 0.29
C -1.442 -2.708 1.338 -1.3 1.2 0.5 -1.27
H -2.401 1.786 -1.750 -0.7 -0.8 0.9 0.27
H 1.144 1.902 -1.820 1.6 -0.3 1.1 0.23
N 3.676 1.810 1.766 -3.5 0.5 1.6 -0.71
C 2.141 1.833 -1.252 0.7 -0.8 -1.1 -0.50
S 2.790 0.331 -0.872 0.2 5.0 -0.5 0.36
H -0.979 -3.583 1.657 1.4 -1.6 0.2 0.43
C -0.868 -1.987 0.134 -2.2 0.9 -0.4 -0.14
C -2.723 1.170 -0.858 -0.9 1.6 1.9 -1.00
H -0.816 -2.347 -0.907 -0.7 -0.8 0.5 0.43
C -2.123 -0.208 -0.836 -0.1 -0.1 -1.8 0.17
H 2.827 2.724 -1.324 -0.8 -1.1 0.6 0.32
O 1.880 -0.679 -1.266 -1.9 -3.0 -0.6 -0.45
N -1.519 -0.677 0.160 0.0 0.4 -0.2 -0.39
H -2.205 -0.708 -1.871 0.2 0.0 1.4 0.25
H -2.472 -3.006 1.200 -0.5 0.2 -0.2 0.30
```
Forces are in eV/Å.



[3]
Below is 2 unconnected molecules or ions with the total composition C5H14N2S, with properties calculated with ωB97M-V with the def2-TZVPD basis set.

The calculation puts the LUMO energy at -2.9 eV. The HOMO-LUMO gap comes out at 6.2 eV. The highest occupied orbital energy comes out at -9.08 eV. As for the multiplicity: 1. The net charge is 0.

Structure (XYZ):
```
22
Properties=species:S:1:pos:R:3:forces:R:3:mulliken_charge:R:1
H -0.422 2.007 -0.046 0.1 -0.4 -0.3 0.34
H 0.119 -1.428 1.584 -0.5 -0.9 -0.4 0.24
H -0.428 0.672 2.119 0.1 0.2 0.1 0.31
C -1.265 1.491 0.399 -0.6 -0.4 1.0 -0.43
H 3.434 0.360 -1.132 -0.1 0.0 0.2 0.29
H -1.829 2.186 1.025 -0.1 0.2 -0.3 0.40
C 2.605 0.061 -1.779 0.2 0.1 0.4 -1.19
H -2.661 -0.828 1.059 -0.1 -0.1 0.2 0.31
H -0.683 -1.323 -0.108 0.1 -0.5 0.2 0.42
H -2.844 0.409 2.076 -0.1 -0.2 0.2 0.33
H 2.081 0.965 -2.078 0.2 0.1 -0.3 0.28
C -1.002 0.279 1.275 0.4 -0.4 0.5 -0.08
H -2.020 1.170 -0.373 -0.5 -0.2 -1.0 -0.31
H 0.756 -1.106 -1.650 0.0 0.7 -0.3 0.33
H 2.036 -1.858 -0.946 0.5 0.2 0.5 0.35
C 1.633 -0.834 -1.050 -0.9 -1.2 -0.4 -0.42
N 1.124 -0.259 0.200 0.7 -0.3 -0.6 -0.31
H 3.092 -0.457 -2.603 -0.3 0.1 -0.3 0.38
S -3.265 0.120 -1.360 0.7 0.5 0.5 -0.17
H 1.874 -0.442 0.855 -0.3 0.3 0.4 0.26
C -0.130 -0.841 0.700 0.7 1.5 0.4 -0.68
N -2.206 -0.345 1.835 0.1 0.6 -0.6 -0.63
```
Forces are in eV/Å.



[4]
Below is 3 unconnected molecules or ions with the total composition C5H14N2S, with properties calculated with ωB97M-V with the def2-TZVPD basis set.

The calculation puts the LUMO energy at -4.2 eV. The HOMO-LUMO gap comes out at 2.6 eV. The highest occupied orbital energy comes out at -6.85 eV. As for the multiplicity: 1. The net charge is 0.

Structure (XYZ):
```
22
Properties=species:S:1:pos:R:3:forces:R:3:mulliken_charge:R:1
H -1.191 -1.803 2.593 -1.1 -0.6 0.6 0.48
H -0.009 -1.171 -1.251 -0.5 1.2 0.8 0.28
H 1.408 -0.980 -0.166 0.5 0.0 -0.2 0.28
S 2.180 -0.742 -3.746 -0.6 -0.1 0.0 -0.51
H -0.578 1.446 0.117 0.5 -0.2 0.0 0.20
H 2.208 -1.511 -4.832 0.3 -0.1 -0.2 0.07
H -3.578 0.040 0.770 0.3 -0.4 0.3 0.30
H 2.685 0.717 -2.300 0.1 1.2 1.9 0.14
H -2.924 0.787 2.258 0.3 -1.7 -0.9 0.28
H -3.194 -1.018 2.206 0.0 -0.1 0.0 0.34
H 0.282 -1.272 1.984 -1.8 1.2 0.0 0.24
H 2.681 2.144 -1.282 -0.3 0.4 -0.3 0.21
C -0.794 -0.881 2.236 4.0 0.1 -0.9 -0.96
N 2.382 1.194 -1.380 0.6 -2.0 -0.9 -0.55
H 0.400 1.213 -2.068 -0.5 0.0 0.2 0.34
H -0.624 -0.144 3.085 -0.7 -0.6 -1.0 0.32
C 0.997 0.868 -1.226 1.5 -0.1 -2.2 0.02
C -2.867 -0.185 1.585 -0.1 3.0 -0.6 -0.80
H 1.031 1.257 0.939 0.3 -0.6 0.2 0.37
N -1.527 -0.439 1.051 -1.0 -1.3 2.5 -0.01
C 0.633 -0.460 -0.699 0.8 1.1 0.7 -0.31
C 0.400 0.940 0.125 -2.4 -0.3 -0.1 -0.73
```
Forces are in eV/Å.



[5]
Below is a single C5H14N2S molecule, with properties calculated with ωB97M-V with the def2-TZVPD basis set.

The calculation puts the LUMO energy at 0.9 eV. The HOMO-LUMO gap comes out at 9.2 eV. The highest occupied orbital energy comes out at -8.32 eV. As for the multiplicity: 1. The SMILES is CCNC[C@@H](N)CS. The net charge is 0.

Structure (XYZ):
```
22
Properties=species:S:1:pos:R:3:forces:R:3:mulliken_charge:R:1
H 1.249 -0.844 1.286 0.3 0.5 0.0 0.22
C 0.125 0.644 0.199 0.7 1.0 1.3 -0.80
C -0.560 -2.333 2.311 -0.2 -0.5 -0.1 -1.12
H 1.088 2.054 -2.808 0.1 -0.2 0.2 0.44
H 1.083 2.718 -1.180 -0.4 0.6 -0.3 0.36
H -0.693 -0.254 2.922 0.0 -0.8 -1.7 0.19
H 0.211 -2.831 1.708 -0.6 0.0 -0.3 0.33
C 0.951 0.693 -1.095 -1.7 -2.7 -1.1 0.27
H -0.187 -2.477 3.314 -0.2 0.2 0.5 0.31
C -0.718 -0.885 1.915 1.1 1.6 2.4 -0.23
H -0.967 0.696 0.030 0.5 -0.3 -0.6 0.29
C 0.597 1.991 -1.833 1.2 0.2 -0.3 -0.99
H -1.314 2.384 -3.425 0.5 -0.3 -0.6 0.12
H 2.054 0.556 -0.987 -0.8 0.7 0.4 0.34
H -0.426 -0.370 -2.136 -0.1 -0.2 -0.2 0.23
N 0.567 -0.486 -1.966 -0.2 1.6 -0.6 -0.67
H -1.540 -2.797 2.220 0.2 -0.6 0.0 0.28
N 0.342 -0.520 1.012 -1.1 -0.2 -0.7 -0.11
S -1.146 2.502 -2.121 0.0 -0.1 1.4 -0.21
H 0.691 -1.425 -1.632 0.3 0.1 0.8 0.25
H -1.690 -0.615 1.503 0.1 -0.4 -0.4 0.32
H 0.282 1.599 0.764 0.3 -0.3 -0.1 0.21
```
Forces are in eV/Å.



[6]
Below is a gas-phase ion, C5H14N2S (charge +1), with properties calculated with ωB97M-V with the def2-TZVPD basis set.

The calculation puts the LUMO energy (spin up / spin down) at -3.1 / -8.0 eV. The HOMO-LUMO gap (spin up / spin down) comes out at 9.4 / 4.4 eV. As for the expectation value of S²: 0.76. The highest occupied orbital energy (spin up / spin down) comes out at -12.44 / -12.41 eV. As for the multiplicity: 2. The net charge is +1.

Structure (XYZ):
```
22
Properties=species:S:1:pos:R:3:forces:R:3:lowdin_spin:R:1
H 1.790 -0.465 -2.149 0.4 0.0 -0.2 0.00
H 0.604 0.175 -3.433 0.5 -0.7 0.2 0.03
H 1.865 1.236 -3.011 -0.9 -1.4 1.5 0.04
H -0.872 -1.343 -2.064 -0.7 -0.5 0.6 0.00
C 1.221 0.368 -2.528 0.4 1.8 -1.9 0.09
N 0.250 0.789 -1.578 -0.4 -2.5 1.5 0.55
H 0.809 -0.826 -0.323 -0.1 0.7 0.3 0.00
H -0.565 1.078 -2.091 -0.7 1.1 0.4 0.02
S -1.263 -2.777 -0.056 1.4 0.2 -0.4 0.11
H -0.704 1.440 3.256 -1.8 0.1 0.0 0.00
C -1.201 -1.225 -1.008 2.5 -0.6 -0.6 0.07
H 0.438 0.411 3.998 0.3 0.5 0.5 0.00
H 1.245 -0.037 1.622 -0.3 0.4 0.8 0.00
H 0.021 -3.315 -0.289 -1.3 0.8 0.0 0.00
H -0.607 1.585 0.653 0.4 1.4 -0.2 0.00
C 0.262 1.046 3.137 -0.3 -2.0 0.5 0.00
C -0.558 0.546 0.844 -0.2 -1.7 2.0 0.02
H 0.820 1.923 3.131 1.8 1.3 -0.3 0.00
C -0.074 -0.177 -0.441 -0.9 0.4 -0.6 0.06
H -2.192 -0.879 -0.912 -1.0 0.8 -0.1 0.00
H -1.603 0.310 1.225 1.0 -0.2 -1.2 0.00
N 0.313 0.135 2.017 -0.1 0.3 -2.9 0.01
```
Forces are in eV/Å.



no.,calculated total energy (eV)
1,-19720.17077
2,-21271.62751
3,-19223.56915
4,-19218.50218
5,-19226.40810
6,-19217.13499